Entry from OMol25: a molecular structure, C25H55CdNO2Si2 in a non-equilibrium geometry (the ωB97M-V functional and the def2-TZVPD basis).

Calculated values
energy relative to the best compared isomer or geometry (same formula, charge and spin) = 0.125 eV
E_LUMO = 0.16 eV
HOMO-LUMO gap = 0.2572 hartree

Geometry as ORCA input:
```
! wB97M-V def2-TZVPD RIJCOSX def2/J DEFGRID3
* xyz 0 1
Cd 0.0081 -0.6877 1.1973
Si -2.2617 2.0654 0.0938
Si 2.3624 -2.8939 0.1341
O 0.5233 2.1463 -3.2385
O 2.0826 1.3018 -0.7837
N -3.6986 -0.9286 3.0739
C -3.1810 -1.8713 2.0838
C 0.9330 0.6894 -5.1047
C -2.0632 -2.7284 2.6165
C 2.5074 2.6305 -0.1685
C -0.6069 1.1765 0.0060
C 2.0766 -4.4536 1.1388
C -0.7362 -2.3122 2.5928
C -0.0243 3.4561 -3.3582
C 1.1703 -2.9190 -1.3257
C -4.9798 -1.2449 3.6585
C -3.3203 1.8365 1.6066
C -2.7752 -0.3559 4.0396
C 4.1256 -2.9389 -0.5374
C -3.3172 1.4719 -1.3310
C 0.1673 -2.9465 3.4230
C 3.0085 0.6083 -1.7503
C 3.4936 2.4033 0.9531
C -1.4857 -4.6379 3.9863
C -2.4307 -3.9413 3.2340
C 3.6720 1.6352 -2.6219
C -0.0496 1.0994 -4.0291
C 0.5466 4.1699 -4.5686
C 2.1604 -1.3198 1.1345
C -1.9856 3.9259 0.0305
C -0.1926 -4.1235 4.1139
H -0.5189 1.0268 -1.0840
H 0.6695 -3.8993 -1.3435
H 1.0023 -4.6360 1.2981
H -2.9490 4.4278 0.1950
H 0.2621 3.9656 -2.4263
H -4.8968 -2.0396 4.4253
H -5.3788 -0.3435 4.1457
H -3.7950 0.5202 -1.0619
H 2.3454 -0.0557 -2.3149
H -1.7792 -5.5621 4.4881
H 1.1142 1.5257 -5.7955
H -0.2240 0.2671 -3.3286
H 3.7404 0.0338 -1.1655
H 0.5461 -4.6272 4.7416
H 1.8932 0.3884 -4.6598
H -3.6814 0.8053 1.7429
H -2.8053 2.1439 2.5234
H -1.3042 4.2485 0.8293
H 0.1982 3.6982 -5.4960
H -4.0295 -2.4988 1.7784
H -1.5781 4.2755 -0.9273
H 4.2107 2.4119 -2.0644
H 2.4577 -1.4887 2.1872
H 1.6447 4.1495 -4.5553
H 3.0948 1.7086 1.7011
H 0.5248 -0.1533 -5.6728
H 2.9369 3.1824 -1.0015
H 4.2458 -2.2739 -1.4029
H 1.7381 -2.8036 -2.2610
H 1.3928 0.7599 -0.2038
H -1.0168 1.4113 -4.4598
H -1.1273 3.4112 -3.4063
H 2.7981 -0.5113 0.7408
H -4.2034 2.4864 1.4819
H -2.8390 -1.3013 1.1994
H -3.2895 0.4952 4.5153
H 4.4519 2.0247 0.5736
H 1.1878 -2.5739 3.5267
H 4.8444 -2.6385 0.2379
H 3.6943 3.3575 1.4592
H -4.1051 2.2085 -1.5288
H 1.5708 3.1007 0.1454
H 0.2196 5.2136 -4.5631
H -2.4980 -1.0755 4.8376
H 0.3963 -2.1373 -1.2888
H -3.4686 -4.2807 3.1389
H 2.9352 2.0897 -3.2960
H -5.6695 -1.5758 2.8753
H 2.4964 -5.3126 0.5945
H -1.8565 0.0145 3.5604
H 4.4258 1.1405 -3.2402
H 4.3735 -3.9635 -0.8538
H -2.7382 1.3241 -2.2495
H 0.0469 2.0166 0.2896
H 2.5643 -4.3943 2.1196
*
```